{
  "formula": "C20H65N13O12",
  "method": "wB97M-V/def2-TZVPD",
  "elements": ["C", "O", "C", "C", "C", "N", "H", "H", "H", "H", "H", "H", "H", "H", "H", "H", "H", "N", "C", "N", "O", "H", "H", "H", "H", "N", "C", "N", "O", "H", "H", "H", "H", "N", "C", "N", "O", "H", "H", "H", "H", "N", "C", "N", "O", "H", "H", "H", "H", "N", "C", "N", "O", "H", "H", "H", "H", "N", "C", "N", "O", "H", "H", "H", "H", "C", "C", "O", "H", "H", "H", "H", "H", "H", "C", "C", "O", "H", "H", "H", "H", "H", "H", "C", "C", "O", "H", "H", "H", "H", "H", "H", "C", "C", "O", "H", "H", "H", "H", "H", "H", "C", "C", "O", "H", "H", "H", "H", "H", "H"],
  "coordinates": [[-1.21703, -1.08362, 2.65379], [-0.25148, -1.46957, 3.62689], [0.04118, -0.42377, 4.49320], [1.01545, -0.85964, 5.59719], [0.50565, -1.97658, 6.50103], [1.40915, 0.32102, 6.38857], [-2.17736, -0.82834, 3.11360], [-1.50919, -1.92718, 2.03070], [-0.81082, -0.24058, 2.09209], [0.31723, 0.51799, 3.98848], [-0.86511, -0.04790, 5.00060], [1.89084, -1.24201, 5.05487], [1.30291, -2.22847, 7.20647], [0.29716, -2.90684, 5.97460], [-0.35315, -1.69461, 7.10989], [1.89772, 0.95878, 5.76566], [2.12439, 0.04477, 7.05412], [-3.64361, -1.21630, 0.56422], [-4.76987, -1.17565, 1.34268], [-4.74029, -0.16250, 2.24790], [-5.64593, -2.04058, 1.26783], [-3.11321, -0.36207, 0.51134], [-3.50412, -1.93139, -0.12760], [-4.01866, 0.52910, 2.14240], [-5.44646, 0.04362, 2.92669], [-2.19213, 3.31060, 3.93814], [-2.34440, 3.01750, 2.62197], [-1.47260, 3.64071, 1.78954], [-3.08470, 2.11708, 2.22283], [-2.79950, 2.80056, 4.55625], [-1.53739, 3.97599, 4.29467], [-1.59469, 3.48853, 0.80060], [-0.81821, 4.28272, 2.18624], [-1.64157, -3.71740, -3.09426], [-1.86238, -3.90660, -1.78395], [-1.82144, -5.18233, -1.31052], [-2.05345, -2.96874, -0.99454], [-1.44672, -2.75749, -3.32419], [-1.57031, -4.47122, -3.74884], [-2.12326, -5.33234, -0.36651], [-1.67430, -5.94749, -1.94250], [5.00516, 0.05148, 0.48705], [3.76983, -0.45003, 0.75743], [3.58806, -0.73751, 2.08827], [2.88135, -0.66599, -0.06809], [5.55353, 0.34191, 1.26924], [5.30747, 0.09822, -0.46882], [4.41885, -0.80744, 2.64015], [2.66908, -0.89563, 2.46358], [-0.20599, -0.74763, -0.56037], [-0.28385, 0.50277, -1.10281], [0.93186, 1.00496, -1.40732], [-1.35716, 1.05295, -1.40274], [-1.05822, -1.28953, -0.66590], [0.67267, -1.17419, -0.33888], [0.91533, 1.89130, -1.88916], [1.70899, 0.48389, -1.01982], [-2.36875, 2.53966, -5.06552], [-1.42747, 1.60886, -5.34273], [-0.96576, 0.97122, -4.23675], [-0.98193, 1.42495, -6.48581], [-2.77971, 3.01864, -5.84700], [-2.94159, 2.37639, -4.24160], [-0.49305, 0.09837, -4.37669], [-1.11539, 1.37749, -3.32306], [1.84942, -2.87782, -3.09723], [3.34180, -2.60013, -2.91065], [4.03884, -2.96888, -4.09300], [1.55668, -3.90307, -2.87989], [1.58576, -2.62808, -4.12757], [1.30583, -2.17261, -2.46492], [3.63622, -3.08274, -1.96986], [3.45209, -1.53550, -2.66878], [4.96235, -2.93010, -3.81353], [1.21478, -3.60364, 0.48737], [1.01168, -4.39988, 1.74609], [1.56835, -3.77105, 2.88862], [2.26325, -3.55930, 0.19236], [0.81859, -2.60237, 0.61833], [0.65230, -4.05884, -0.33212], [1.37701, -5.42519, 1.63836], [-0.04594, -4.61060, 1.95321], [0.97431, -3.13881, 3.31683], [2.85634, 3.76037, 0.81118], [4.22824, 3.12382, 0.88310], [5.13135, 4.25542, 0.78120], [2.65081, 4.41925, 1.65495], [2.02903, 3.04846, 0.74603], [2.82445, 4.36068, -0.09641], [4.51723, 2.47859, 0.06025], [4.38196, 2.65742, 1.85706], [5.64655, 4.26092, -0.02617], [1.85239, 5.04092, -4.25258], [1.71464, 4.25223, -2.94999], [0.34355, 3.99309, -2.72383], [2.89667, 5.22905, -4.51700], [1.40780, 6.02813, -4.10314], [1.38164, 4.54541, -5.09801], [2.15858, 4.72005, -2.06403], [2.23349, 3.29096, -3.01531], [-0.16507, 4.80731, -2.69966], [-5.72324, 0.02487, -2.14679], [-4.42712, 0.25948, -2.90480], [-3.78794, 1.46837, -2.54248], [-5.60084, 0.11242, -1.06632], [-6.07275, -0.98581, -2.37657], [-6.55544, 0.68267, -2.40235], [-4.68652, 0.24219, -3.96709], [-3.72112, -0.56919, -2.79411], [-3.21965, 1.33868, -1.76551]],
  "forces_ev_per_angstrom": [[-0.46, -0.14, 0.27], [0.15, -0.43, -0.26], [-0.95, 0.96, 1.57], [0.33, 0.02, -0.79], [0.39, 0.01, 0.26], [0.01, -0.10, -0.29], [0.20, 0.41, 0.30], [0.70, -0.06, -0.21], [-0.28, -0.07, -0.30], [0.79, -0.37, -0.37], [-0.24, -0.48, 0.08], [0.11, -0.29, 0.03], [0.03, 0.04, 0.03], [-0.16, 0.18, -0.24], [-0.13, 0.17, -0.22], [-0.16, 0.13, 0.03], [-0.18, -0.09, 0.15], [-0.02, 0.71, 0.27], [-0.72, -1.45, 0.06], [0.38, 0.39, -0.03], [0.41, 0.65, 0.18], [0.28, -0.13, -0.30], [-0.15, 0.01, -0.05], [-0.06, 0.27, 0.24], [-0.38, -0.41, -0.30], [-0.67, -0.22, 0.23], [0.75, -1.42, -0.51], [-0.42, 0.08, 0.05], [-0.05, 0.91, 0.29], [0.18, 0.15, 0.15], [-0.02, 0.12, 0.07], [0.28, 0.10, 0.09], [0.19, 0.30, -0.46], [0.02, 0.36, 0.03], [-0.14, 0.19, 1.58], [0.05, 0.07, -0.59], [0.17, -0.40, -0.69], [-0.10, -0.14, -0.50], [0.16, 0.13, -0.18], [-0.05, -0.08, 0.01], [-0.09, -0.19, 0.23], [-0.58, -0.52, -0.28], [-0.94, -0.70, 0.72], [0.40, 0.59, -0.72], [0.57, 0.41, -0.12], [0.52, 0.18, -0.25], [0.17, 0.13, 0.13], [-0.23, -0.13, 0.56], [0.07, -0.34, -0.07], [-1.42, 0.69, -0.05], [0.11, -0.74, -0.54], [-0.63, 0.41, 0.20], [0.58, -0.22, 0.63], [0.38, -0.36, 0.34], [0.12, 0.01, -0.19], [0.46, 0.04, 0.25], [0.49, 0.61, -0.45], [-0.72, 0.50, 0.48], [1.01, 0.02, -1.47], [-0.02, -0.16, -0.13], [-0.49, -0.17, 0.92], [0.05, -0.12, -0.03], [0.01, 0.14, -0.08], [0.29, 0.20, 0.14], [-0.15, -0.48, 0.07], [0.32, 0.69, -0.25], [-1.42, 0.36, 0.50], [0.54, -0.07, 1.05], [0.06, -0.01, 0.01], [-0.04, -0.13, -0.03], [-0.19, -0.28, 0.15], [0.53, -0.47, -0.39], [0.12, 0.09, -0.43], [0.06, -0.14, -0.58], [-0.25, -0.23, -0.34], [-1.00, -0.26, 0.62], [0.86, -0.29, 0.25], [0.03, 0.12, 0.13], [0.12, -0.05, 0.21], [0.04, -0.03, -0.03], [0.72, 0.22, 0.19], [-0.20, 0.47, -0.28], [-0.34, -0.09, -0.51], [-0.65, -0.53, -0.54], [0.53, 1.80, -0.29], [0.32, 0.09, 0.84], [0.32, -0.04, 0.07], [0.09, -0.19, 0.05], [-0.08, 0.08, 0.04], [-0.71, -0.48, 0.12], [0.19, -0.22, -0.13], [-0.12, -0.32, -0.11], [0.70, 0.41, 0.54], [-0.02, 0.11, -0.57], [-0.18, -0.78, 0.48], [0.02, -0.11, 0.08], [-0.15, -0.02, -0.16], [-0.16, -0.15, 0.17], [0.02, 0.48, -0.30], [-0.29, -0.12, -0.21], [0.12, 0.10, -0.08], [-0.18, -0.48, 0.31], [-0.32, -0.17, 0.14], [-0.23, 0.50, -0.35], [0.17, -0.17, -0.02], [0.01, -0.06, 0.19], [0.32, 0.30, -0.32], [0.30, 0.55, -0.12], [-0.09, -0.14, 0.33], [-0.02, -0.23, -0.39]],
  "homo_ev": -8.7,
  "smiles": "COC[C@H](C)N.NC(N)=O.NC(N)=O.NC(N)=O.NC(N)=O.NC(N)=O.NC(N)=O.CCO.CCO.CCO.CCO.CCO",
  "molar_mass_g_mol": 679.8,
  "energy_ev": -65740.4375,
  "e_above_lowest_kcal_mol": 9.4,
  "homo_lumo_gap_ev": 8.59
}



{
  "formula": "C20H70AgF3O18",
  "method": "wB97M-V/def2-TZVPD",
  "elements": ["Ag", "C", "O", "O", "C", "F", "F", "F", "C", "C", "H", "H", "H", "H", "H", "H", "C", "O", "H", "H", "H", "H", "C", "O", "H", "H", "H", "H", "C", "O", "H", "H", "H", "H", "C", "O", "H", "H", "H", "H", "C", "O", "H", "H", "H", "H", "C", "O", "H", "H", "H", "H", "C", "O", "H", "H", "H", "H", "C", "O", "H", "H", "H", "H", "C", "O", "H", "H", "H", "H", "C", "O", "H", "H", "H", "H", "C", "O", "H", "H", "H", "H", "C", "O", "H", "H", "H", "H", "C", "O", "H", "H", "H", "H", "C", "O", "H", "H", "H", "H", "C", "O", "H", "H", "H", "H", "C", "O", "H", "H", "H", "H"],
  "coordinates": [[31.30938, 8.99309, 3.74945], [29.54702, 11.52703, 2.70051], [29.03998, 10.31757, 2.20347], [30.76806, 11.32410, 3.19625], [29.42565, 12.70964, 1.69911], [29.85280, 13.82375, 2.27029], [30.13079, 12.46381, 0.60226], [28.15891, 12.88658, 1.32530], [27.62889, 10.17599, 2.10181], [27.33031, 8.72969, 1.79185], [26.26268, 8.57520, 1.64915], [27.85626, 8.45770, 0.87136], [27.72213, 8.05817, 2.55579], [27.17390, 10.79542, 1.32673], [27.11589, 10.47731, 3.02681], [28.89732, 11.76582, 3.57519], [28.92693, 4.86738, 3.36625], [29.03968, 5.52576, 4.62582], [29.48038, 3.92949, 3.36273], [27.87643, 4.69132, 3.15407], [29.29316, 5.49513, 2.54469], [29.97922, 5.65919, 4.79702], [22.68284, 9.13251, 1.45858], [22.77766, 9.79500, 2.70220], [22.10644, 8.21559, 1.58148], [22.15501, 9.74758, 0.71988], [23.66936, 8.84476, 1.06651], [23.14022, 10.67763, 2.54530], [33.25371, 13.80220, 0.70704], [34.33748, 13.09071, 0.11965], [32.30592, 13.55488, 0.21449], [33.20237, 13.54790, 1.76355], [33.38493, 14.88121, 0.56888], [34.36481, 13.30314, -0.81770], [30.75089, 11.36303, -3.11165], [32.13795, 11.37085, -3.43319], [30.20215, 11.73141, -3.97041], [30.41139, 10.34961, -2.87026], [30.58569, 11.97829, -2.22293], [32.64108, 11.00935, -2.70062], [28.42010, 12.39827, 6.33933], [28.29707, 13.65522, 6.96956], [29.40227, 11.98387, 6.57605], [27.66062, 11.69320, 6.68962], [28.36484, 12.54947, 5.25350], [27.53397, 14.08910, 6.55749], [28.20369, 8.96618, 5.54067], [29.25582, 8.33640, 4.77321], [28.10010, 9.98171, 5.16557], [27.25912, 8.42834, 5.52170], [28.51879, 8.98533, 6.58600], [29.04156, 7.38230, 4.77882], [34.23464, 10.36691, 2.43941], [33.65654, 9.30051, 3.19606], [34.62400, 10.09107, 1.45927], [33.46594, 11.11737, 2.24003], [35.01175, 10.88563, 3.00166], [34.14711, 8.50592, 2.96114], [28.36301, 16.57263, 4.23711], [28.69991, 17.94476, 4.15335], [27.29786, 16.52975, 4.44088], [28.66297, 15.99574, 3.35622], [28.85475, 16.12691, 5.11211], [29.66893, 18.02772, 4.12716], [32.14834, 17.03974, 3.07044], [31.52159, 18.05057, 3.85246], [31.41429, 16.27151, 2.83626], [32.48485, 17.45245, 2.11568], [32.98332, 16.57778, 3.59760], [32.17001, 18.72688, 4.06514], [31.51698, 8.99408, 0.51090], [31.19678, 8.13179, 1.60693], [30.83047, 8.89086, -0.33318], [31.50749, 10.01616, 0.87467], [32.49836, 8.75262, 0.08971], [31.21150, 7.22909, 1.27023], [25.96355, 13.61503, 3.83440], [26.23287, 14.30718, 5.04297], [24.91180, 13.34042, 3.77820], [26.32619, 14.20247, 2.98986], [26.51929, 12.67007, 3.81670], [25.42748, 14.54093, 5.51050], [24.78159, 10.17873, 5.53986], [25.42796, 9.50108, 6.61951], [23.76785, 9.78448, 5.44310], [24.67237, 11.26352, 5.67608], [25.35283, 10.05081, 4.62182], [24.91398, 9.73868, 7.39854], [28.52645, 7.46062, -2.04148], [27.92766, 8.02941, -3.17985], [27.81083, 7.14490, -1.27397], [29.06968, 6.58594, -2.40002], [29.24950, 8.13297, -1.56015], [27.61384, 8.91983, -2.96119], [31.63376, 14.39609, 5.24758], [32.32802, 13.73147, 4.18473], [31.09769, 13.69631, 5.88734], [32.38734, 14.94898, 5.80667], [30.95995, 15.15222, 4.83532], [31.72962, 13.08640, 3.79657], [24.36433, 12.35030, 0.82240], [23.36318, 12.46304, 1.82034], [24.88652, 11.39881, 0.90259], [23.95692, 12.46860, -0.18458], [25.11220, 13.14435, 0.93277], [23.17745, 13.39422, 1.96627], [27.81881, 11.50040, -1.42138], [27.43283, 10.83330, -2.61338], [28.47888, 12.34460, -1.64569], [26.96679, 11.98239, -0.92925], [28.33347, 10.79929, -0.77139], [26.79124, 11.37600, -3.08078]],
  "forces_ev_per_angstrom": [[-0.21, 0.06, 0.35], [-0.84, -1.66, 0.20], [0.38, 0.60, -0.53], [-0.14, 0.84, -0.23], [0.20, -0.10, 0.15], [0.17, 0.17, 0.05], [0.28, -0.07, -0.17], [-0.21, 0.03, 0.13], [-1.13, -0.30, 0.20], [0.59, -0.20, -0.27], [-0.03, -0.02, 0.07], [-0.20, 0.03, -0.08], [-0.19, 0.11, 0.19], [0.43, 0.10, -0.15], [0.37, -0.02, 0.18], [0.20, 0.58, 0.23], [0.05, 0.16, -0.46], [0.16, 0.37, -0.03], [-0.11, -0.09, 0.02], [-0.04, -0.13, 0.27], [0.10, 0.03, 0.10], [-0.02, -0.32, 0.15], [-0.09, 0.00, -0.23], [0.27, -0.10, 0.16], [0.02, 0.07, 0.18], [0.14, -0.05, -0.02], [-0.08, 0.09, -0.04], [-0.32, 0.01, 0.03], [-0.11, 0.25, -0.64], [-0.09, -0.25, 0.15], [0.03, -0.13, 0.15], [0.08, 0.12, 0.00], [0.06, -0.03, 0.35], [0.06, 0.03, 0.01], [0.63, -0.38, 0.61], [-0.07, 0.10, -0.31], [-0.03, 0.09, 0.01], [-0.14, -0.01, -0.19], [-0.25, 0.21, -0.15], [-0.05, -0.04, 0.05], [0.08, 0.46, 0.25], [-0.01, -0.10, -0.01], [0.00, 0.04, 0.04], [-0.08, -0.05, -0.22], [-0.13, -0.29, -0.07], [0.22, -0.05, 0.02], [0.77, 0.09, 0.46], [-0.43, -0.47, -0.02], [-0.20, -0.01, 0.07], [0.04, -0.04, -0.43], [-0.10, 0.27, 0.00], [0.18, 0.09, -0.23], [-0.17, 1.27, -0.18], [0.12, -0.33, -0.31], [0.00, -0.43, 0.14], [-0.09, -0.15, 0.13], [0.08, -0.24, 0.07], [-0.10, -0.07, 0.26], [0.43, 0.51, 0.88], [0.16, -0.10, -0.28], [-0.09, -0.21, -0.36], [-0.25, 0.03, -0.17], [-0.05, -0.18, -0.07], [-0.24, 0.03, -0.04], [0.07, 0.19, -0.31], [0.00, -0.22, 0.05], [-0.10, 0.02, 0.19], [0.14, -0.03, 0.03], [0.01, -0.04, -0.02], [-0.04, 0.03, 0.02], [0.36, -0.09, -0.55], [-0.08, -0.32, -0.73], [-0.32, 0.04, 0.33], [0.00, 0.03, 0.00], [0.11, 0.13, 0.32], [-0.06, -0.01, 0.19], [0.08, -0.27, 0.31], [0.25, -0.04, 0.29], [-0.03, 0.17, -0.38], [-0.35, 0.13, -0.08], [0.03, 0.02, 0.16], [-0.14, -0.04, -0.22], [-0.56, 0.08, 0.15], [0.02, 0.68, -0.19], [0.11, -0.05, -0.50], [0.27, -0.06, 0.33], [-0.04, -0.37, 0.03], [0.19, -0.23, 0.15], [0.17, -0.11, -0.19], [-0.12, 0.21, 0.21], [-0.13, -0.02, -0.08], [0.01, -0.06, 0.20], [0.01, 0.06, -0.08], [0.06, -0.06, -0.08], [0.34, 0.36, -0.55], [-0.05, -0.11, 0.13], [-0.01, 0.09, 0.11], [-0.04, -0.22, 0.20], [-0.24, -0.17, 0.14], [0.06, 0.05, 0.05], [0.37, 0.81, -0.32], [0.21, -0.26, 0.04], [-0.26, -0.16, 0.11], [-0.14, -0.25, 0.02], [0.07, -0.09, 0.09], [-0.15, -0.03, -0.03], [-0.19, 0.96, -0.39], [-0.04, -0.14, 0.20], [0.24, -0.22, -0.01], [-0.11, -0.48, 0.23], [-0.08, -0.09, 0.04], [0.04, -0.04, -0.07]],
  "homo_ev": [-11.4, -11.4],
  "molar_mass_g_mol": 763.6,
  "energy_ev": -70867.3420,
  "spin_multiplicity": 2,
  "charge": 1,
  "e_above_lowest_kcal_mol": 31.2,
  "homo_lumo_gap_ev": [8.32, 4.72]
}